Density functional theory data (the ωB97M-V functional and the def2-TZVPD basis) for a 10-piece molecular cluster, C40H109N9O11 overall.

Kohn-Sham gap, eV: 9.2
HOMO energy, eV: -8.66
LUMO level, eV: 0.589
Energy relative to the best compared isomer or geometry (same formula, charge and spin), kJ/mol: 594.9
E, Eh: -2909.4331

Each line ends with the Löwdin charge.
Positions of all 169 atoms, in Å:
C  -3.9595  1.7323  0.9446  -0.162
H  -1.2579  -0.0002  -5.1808  0.117
H  -6.1556  2.0374  0.5300  0.140
H  -0.1237  1.2091  -8.3220  0.063
N  4.6468  4.3125  2.9868  0.033
O  4.0251  5.9148  -0.2949  -0.206
H  -2.2352  -2.8656  4.1261  0.087
C  -2.7678  -2.1555  4.7587  -0.166
C  2.5844  3.9953  1.6026  -0.034
H  3.2117  -0.7381  -1.2841  0.092
H  -3.6534  -2.2515  6.5410  0.108
H  -5.2004  0.2620  2.7811  0.064
H  1.2240  0.8206  -7.4829  0.061
N  1.8931  -4.2126  -0.4015  0.048
H  -6.6410  0.0022  0.3098  0.080
O  -0.9227  5.5476  -3.7878  -0.200
C  0.6359  -2.2937  3.0220  -0.026
H  -3.2001  1.0585  1.3413  0.106
H  -2.0775  4.9463  -5.4070  0.062
H  -5.0278  1.6643  -4.8480  0.095
H  -2.1339  2.5073  -5.8654  0.057
C  -5.9213  0.9951  2.4193  -0.064
H  5.5534  1.0492  -1.6030  0.118
H  0.4066  2.1258  -5.7039  0.110
O  0.4653  -0.6759  -6.0196  -0.193
H  1.9565  -2.4734  8.8921  0.093
N  0.5528  1.5550  -7.6566  0.038
C  4.0026  -4.0152  5.0232  -0.068
H  -3.8902  4.3494  0.2717  0.089
C  0.0888  4.5371  -3.7901  -0.182
H  -0.2073  -4.8644  1.6395  0.126
H  1.7464  -3.4817  0.2799  0.031
N  -5.6373  0.1140  0.2923  0.033
C  -0.6585  0.1257  -6.0825  -0.199
H  4.6423  -2.2306  -0.0836  0.070
H  4.5326  -2.0894  -2.8365  0.071
H  -6.9258  0.5720  2.4284  0.076
H  -0.5566  -4.0691  5.6556  0.100
H  -2.2231  3.9541  0.7440  0.076
C  0.7332  -5.0600  -0.3736  -0.439
H  -1.1401  -1.1724  -0.9739  0.053
H  -4.0083  0.5027  -4.3784  0.060
H  3.1526  -2.3668  7.6056  0.076
C  -1.8704  0.1327  4.0954  -0.051
C  0.2848  3.9878  -2.3449  -0.380
H  1.7945  0.2938  -4.7213  0.078
O  -3.6862  2.8626  1.7549  -0.184
H  5.2140  6.1787  1.4065  0.124
H  -1.3781  0.9712  4.5880  0.094
C  0.7472  -0.3083  -0.3416  -0.245
O  1.1995  0.9837  0.2238  -0.116
O  1.7282  -3.0543  2.3162  -0.256
C  0.4149  5.0689  -1.2851  -0.042
H  -2.8959  0.4697  3.9437  0.071
C  -4.6280  1.2697  -3.9139  -0.156
H  3.7524  -6.1757  3.9542  0.070
N  -1.7400  -2.8846  6.9491  -0.038
H  -3.7046  -1.8618  4.2852  0.117
H  -2.5556  -3.6192  1.3892  0.074
H  -1.2152  -0.3767  -6.8735  0.133
H  2.1239  3.5478  -1.5983  0.045
H  1.2103  -0.4986  -1.3098  0.082
H  0.1509  -4.1842  8.6252  0.113
C  -2.6690  -4.0997  0.4174  -0.081
H  -5.6166  -1.9888  -1.8135  0.126
C  0.4069  -4.1390  7.5666  -0.194
H  -3.4405  -1.6854  -3.9882  0.068
H  4.0014  -4.8606  5.7111  0.075
H  -3.3191  -3.8934  5.9957  0.122
H  0.3468  -7.1774  -0.8087  0.076
H  4.0333  4.8702  3.5636  0.064
O  -1.9108  -0.9750  5.0329  -0.244
H  5.2549  2.7851  -3.6041  0.083
H  5.1269  7.4813  -1.0336  0.086
H  4.7324  3.8200  0.8914  0.135
H  3.0610  -2.1727  3.5611  0.116
H  -1.1029  0.5524  -1.2627  0.060
H  -7.1068  -0.5963  -3.2473  0.126
C  3.0970  -4.3163  3.8214  -0.443
H  -2.0975  1.8961  -7.4768  0.080
C  -0.2361  1.5900  -6.4024  -0.393
H  2.4267  3.2335  2.3661  0.068
C  4.4643  1.0065  -1.6014  -0.168
C  -6.0465  -0.5379  -3.4931  -0.199
H  -0.3261  -2.7368  2.7645  0.060
H  0.7729  -2.3672  4.1009  0.080
H  -2.5247  -3.2401  -0.2372  0.064
O  3.8017  1.4294  -2.8078  -0.225
C  -1.4901  5.8096  -5.0940  -0.081
H  -5.3699  -3.7910  -3.1843  0.072
O  1.3427  -3.1109  7.0959  -0.210
H  0.3979  -4.7446  -1.3616  0.129
O  -5.5977  0.7263  -3.1450  -0.181
H  5.0568  -3.7752  4.8846  0.086
C  -3.2574  3.9951  1.0855  -0.134
H  3.5909  7.9970  -0.0995  0.093
C  -3.7879  -1.7219  -2.9557  -0.055
H  -5.8777  1.7250  3.2276  0.079
H  1.0053  -1.2136  -4.0550  0.089
C  -5.4906  1.3189  1.0092  -0.443
H  0.9380  5.0488  -4.2430  0.123
H  -3.3369  4.8365  1.7738  0.087
H  -5.6066  -2.9806  -4.5713  0.072
H  4.2809  3.4698  -2.3617  0.072
H  -1.3542  -5.0336  6.8488  0.114
H  2.3556  3.4717  0.6744  0.043
H  2.2520  -1.1886  -5.1524  0.087
H  -6.0375  -0.5965  -4.5815  0.124
H  -0.2541  -3.5522  0.4858  0.099
H  -0.5973  3.3502  -2.2873  0.125
N  -5.7882  -2.9603  -3.5780  0.014
H  2.6341  -4.8614  -0.1777  0.060
C  -0.8867  -4.0612  6.6944  -0.195
H  1.1340  -7.0165  0.6592  0.076
H  -3.9120  1.8614  -3.3436  0.098
H  0.9097  -5.1056  7.5976  0.108
C  4.8459  -1.1606  -0.1267  -0.072
N  3.6682  -5.4859  3.2212  0.047
H  1.2057  1.7131  -0.4003  0.011
C  -5.3717  -1.7873  -2.8564  -0.389
H  -3.6944  1.8808  -0.1022  0.112
H  4.5264  3.3775  3.3493  0.062
H  1.4462  5.4200  -1.2514  0.073
H  -1.3965  -0.3570  3.2447  0.069
H  3.6478  7.2010  -1.7237  0.080
H  1.0343  -1.1346  0.3087  0.086
H  1.9884  -6.7302  -0.8795  0.074
H  2.8751  -5.7432  2.6512  0.063
H  4.1789  1.5713  -0.7140  0.107
H  3.7934  -2.9568  2.1749  0.116
H  4.5696  -0.5950  0.7631  0.086
H  -3.6428  -4.5682  0.2750  0.095
C  -1.4952  2.4357  -6.7458  -0.067
C  4.0999  7.2718  -0.7344  -0.098
H  1.9865  4.8599  1.8909  0.082
H  2.1096  -4.4894  4.2493  0.133
H  4.6929  -0.4964  -3.3601  0.052
H  -1.2985  3.4848  -6.9663  0.066
H  3.5707  6.4635  1.6364  0.118
H  5.9263  -1.2224  -0.2571  0.078
O  -1.6504  -5.0678  0.2459  -0.157
H  -1.1521  -2.1001  6.7061  0.093
N  4.8517  -1.1575  -2.6132  0.048
H  -0.2270  5.9456  -1.3719  0.079
H  -1.3467  0.0956  0.2997  0.051
H  0.6895  -1.2390  2.7519  0.079
C  4.2873  -0.5869  -1.3759  -0.421
C  -2.8955  -2.8937  6.0924  -0.229
H  -2.0926  6.7112  -4.9834  0.090
C  3.0136  -3.0597  2.9295  -0.165
H  0.0256  4.6438  -0.3600  0.069
C  4.1134  4.3873  1.5864  -0.395
C  1.3208  -0.6630  -4.9412  -0.120
H  -5.5052  0.3383  -0.6836  0.051
H  -3.2738  -2.5535  -2.4737  0.056
C  4.2419  5.7760  1.1217  -0.252
C  1.0759  -6.5339  -0.3165  -0.055
H  2.9491  -3.9368  8.2296  0.088
C  -0.7776  -0.2260  -0.5725  -0.073
H  -3.4819  -0.8293  -2.4101  0.056
C  -0.3950  -4.6278  0.5922  -0.235
H  1.8271  2.5713  -2.8013  0.052
C  4.2331  2.8061  -3.2250  -0.059
H  -0.1305  3.7144  -4.4707  0.087
H  3.6613  3.2508  -4.0394  0.082
H  3.4948  -3.1635  5.4759  0.052
C  2.3979  -3.0129  8.0541  -0.124
N  1.3651  3.0500  -2.0414  0.062
H  -0.7449  5.9565  -5.8758  0.085